Computed, not measured: a molecular structure, C20H22N2O3Sn, with ωB97M-V/def2-TZVPD.

LUMO level, eV: -0.619
ΔE to the lowest compared entry with this formula, charge and spin, eV: 0.042

Atoms and positions in Å:
C (-4.61, 0.05, -0.61)
C (-4.67, 1.35, -1.41)
H (-4.85, -0.82, -1.24)
H (-5.37, 0.06, 0.18)
H (-3.65, -0.14, -0.11)
H (-3.84, 1.46, -2.10)
H (-5.60, 1.36, -2.00)
H (-4.71, 2.22, -0.74)
C (0.82, -3.09, -0.58)
C (1.74, -4.09, -0.94)
C (2.79, -3.77, -1.81)
C (2.86, -2.45, -2.24)
H (0.06, -3.30, 0.19)
H (1.64, -5.10, -0.54)
H (3.54, -4.49, -2.14)
H (3.71, -2.12, -2.81)
N (0.80, -1.87, -1.16)
C (1.84, -1.53, -1.94)
C (1.91, -0.14, -2.44)
N (0.91, 0.72, -2.13)
C (1.06, 2.02, -2.45)
C (3.11, 1.60, -3.64)
C (2.11, 2.49, -3.24)
H (0.31, 2.73, -2.06)
H (2.15, 3.54, -3.52)
C (3.02, 0.29, -3.18)
H (3.82, -0.40, -3.39)
H (3.94, 1.89, -4.29)
Sn (-1.18, 0.12, -1.03)
C (-1.74, 2.24, -0.61)
H (-2.03, 2.72, -1.56)
H (-0.81, 2.69, -0.24)
H (-2.53, 2.41, 0.13)
O (1.34, 1.86, 2.63)
C (0.77, 0.96, 3.46)
C (0.79, 1.23, 4.84)
C (0.38, 0.26, 5.74)
C (-0.11, -0.97, 5.27)
C (-0.21, -1.23, 3.91)
C (0.19, -0.25, 2.99)
C (-0.29, -0.30, 1.60)
O (-1.22, -1.08, 1.25)
O (0.22, 0.57, 0.76)
H (1.09, 1.50, 1.71)
H (1.11, 2.21, 5.16)
H (0.42, 0.47, 6.81)
H (-0.45, -1.72, 5.98)
H (-0.60, -2.17, 3.52)

natural (NBO) atomic charge list, values in e, 6 entries: -0.60 -0.61 0.20 0.21 0.20 0.20